(1)
Computed, not measured: 2 unconnected molecules or ions with the total composition C4H8N2O, with the ωB97M-V functional and the def2-TZVPD basis.

Element x y z (Å)
C (-1.36, -1.16, 0.15)
C (-0.84, 0.05, -0.20)
C (-0.90, 1.08, -1.24)
N (-0.97, 1.40, 0.20)
C (1.32, -0.29, 0.13)
O (1.29, -1.52, 0.53)
N (2.54, 0.24, 0.13)
H (-1.79, -1.30, 1.14)
H (-1.60, -1.89, -0.62)
H (0.27, -1.73, 0.48)
H (0.00, 1.42, -1.73)
H (-1.81, 1.14, -1.83)
H (-1.92, 1.59, 0.51)
H (2.66, 1.20, -0.11)
H (3.35, -0.28, 0.46)

***

(2)
Computed, not measured: a molecular structure, C40H46BrCrGe2N5O10, with the ωB97M-V functional and the def2-TZVPD basis.

Element x y z (Å)
Cr (0.25, -0.45, -0.59)
C (0.95, 2.51, 2.71)
O (0.69, 2.18, 1.35)
C (-0.04, 3.10, 0.67)
C (-0.41, 4.33, 1.21)
C (-1.16, 5.21, 0.45)
Br (-1.61, 6.88, 1.19)
C (-1.60, 4.89, -0.81)
C (-1.27, 3.64, -1.35)
C (-0.45, 2.78, -0.62)
O (0.01, 1.58, -1.18)
C (-1.80, 3.31, -2.68)
N (-2.03, 4.17, -3.62)
C (-2.57, 3.44, -4.67)
C (-3.00, 3.88, -5.92)
C (-3.52, 2.94, -6.78)
C (-3.61, 1.59, -6.42)
C (-3.18, 1.14, -5.19)
C (-2.66, 2.09, -4.33)
N (-2.12, 2.00, -3.05)
H (0.01, 2.70, 3.24)
H (1.59, 3.39, 2.78)
H (1.45, 1.66, 3.15)
H (-0.10, 4.61, 2.20)
H (-2.21, 5.56, -1.40)
H (-0.23, 1.61, -2.13)
H (-2.93, 4.93, -6.19)
H (-3.87, 3.25, -7.76)
H (-4.02, 0.88, -7.13)
H (-3.23, 0.09, -4.93)
H (-2.35, 1.27, -2.39)
C (-1.78, 0.59, 3.85)
C (-1.77, 0.41, 2.33)
Ge (-0.46, -0.90, 1.68)
C (-1.27, -2.70, 1.75)
C (-1.71, -3.14, 3.15)
C (1.07, -0.97, 2.89)
C (2.38, -0.73, 2.83)
Ge (3.47, -0.18, 1.28)
C (4.06, 1.66, 1.00)
C (4.86, 2.37, 2.09)
C (4.63, -1.70, 0.86)
C (6.12, -1.50, 1.19)
C (3.25, -1.00, 4.03)
C (2.82, -1.79, 5.10)
C (3.63, -2.03, 6.19)
C (4.91, -1.48, 6.25)
C (5.36, -0.70, 5.20)
C (4.53, -0.47, 4.11)
H (-2.52, 1.33, 4.14)
H (-0.81, 0.91, 4.23)
H (-2.04, -0.34, 4.36)
H (-1.57, 1.37, 1.84)
H (-2.73, 0.07, 1.95)
H (-0.56, -3.43, 1.35)
H (-2.12, -2.69, 1.07)
H (-0.87, -3.22, 3.84)
H (-2.19, -4.13, 3.11)
H (-2.44, -2.45, 3.58)
H (0.70, -1.31, 3.86)
H (3.14, 2.20, 0.78)
H (4.63, 1.61, 0.07)
H (4.33, 2.43, 3.04)
H (5.08, 3.40, 1.78)
H (5.83, 1.89, 2.28)
H (4.54, -1.91, -0.20)
H (4.22, -2.55, 1.41)
H (6.50, -0.58, 0.75)
H (6.70, -2.32, 0.78)
H (6.30, -1.47, 2.26)
H (1.84, -2.26, 5.08)
H (3.27, -2.64, 7.00)
H (5.54, -1.66, 7.11)
H (6.35, -0.26, 5.23)
H (4.92, 0.16, 3.33)
N (0.97, -2.46, -0.65)
C (1.78, -2.59, -1.90)
C (2.18, -1.22, -2.47)
C (2.95, -0.40, -1.47)
O (4.07, -0.01, -1.61)
O (2.26, -0.22, -0.29)
H (1.54, -2.65, 0.17)
H (0.22, -3.15, -0.66)
H (1.16, -3.09, -2.64)
H (2.66, -3.19, -1.72)
H (1.28, -0.69, -2.81)
H (2.81, -1.35, -3.35)
O (-0.76, -1.59, -2.54)
C (-1.79, -1.27, -1.95)
O (-1.71, -0.49, -0.92)
C (-3.15, -1.72, -2.37)
C (-3.26, -2.64, -3.41)
C (-4.52, -3.02, -3.81)
C (-5.68, -2.53, -3.23)
C (-5.52, -1.63, -2.19)
C (-4.28, -1.21, -1.75)
N (-6.73, -1.08, -1.53)
O (-7.79, -1.44, -1.97)
O (-6.55, -0.33, -0.61)
N (-4.65, -4.00, -4.91)
O (-3.63, -4.51, -5.31)
O (-5.76, -4.22, -5.32)
H (-2.38, -3.03, -3.90)
H (-6.66, -2.84, -3.56)
H (-4.21, -0.51, -0.93)

<S²>: 1.0775
Total charge: +1
2S+1: 2

***

(3)
Computed, not measured: a molecular structure, C45H52BaN12O4S3, with the ωB97M-V functional and the def2-TZVPD basis.

Element x y z (Å)
Ba (-1.11, 1.31, 0.88)
C (5.41, 1.79, -4.56)
C (4.19, 0.90, -4.34)
C (4.68, -0.54, -4.18)
C (3.30, 0.99, -5.59)
C (3.37, 1.32, -3.11)
C (2.33, 0.54, -2.68)
C (1.53, 0.89, -1.58)
N (0.62, 0.05, -0.98)
C (0.09, -1.07, -1.32)
C (0.07, -1.66, -2.64)
C (-0.38, -2.92, -2.84)
C (-0.84, -3.69, -1.70)
C (-0.98, -3.22, -0.44)
C (-0.61, -1.81, -0.20)
O (-0.79, -1.30, 0.90)
C (-1.55, -4.03, 0.71)
C (-0.58, -4.03, 1.90)
C (-2.90, -3.43, 1.14)
C (-1.80, -5.49, 0.31)
C (-0.45, -3.49, -4.26)
C (0.94, -3.40, -4.91)
C (-0.89, -4.95, -4.29)
C (-1.45, -2.67, -5.08)
C (1.76, 2.14, -0.88)
O (1.01, 2.53, 0.05)
C (2.92, 2.91, -1.29)
C (3.64, 2.50, -2.38)
C (3.30, 4.14, -0.46)
C (4.58, 4.81, -0.97)
C (3.53, 3.72, 1.00)
C (2.17, 5.18, -0.52)
H (5.97, 1.44, -5.43)
H (6.08, 1.78, -3.70)
H (5.13, 2.83, -4.75)
H (5.33, -0.82, -5.01)
H (3.86, -1.25, -4.15)
H (5.25, -0.65, -3.25)
H (3.85, 0.65, -6.47)
H (2.97, 2.01, -5.76)
H (2.41, 0.37, -5.48)
H (2.15, -0.42, -3.15)
H (0.35, -1.04, -3.47)
H (-1.13, -4.71, -1.90)
H (-0.44, -3.03, 2.30)
H (0.39, -4.44, 1.61)
H (-0.99, -4.67, 2.70)
H (-2.80, -2.40, 1.49)
H (-3.32, -4.02, 1.95)
H (-3.60, -3.43, 0.31)
H (-0.88, -5.98, -0.03)
H (-2.55, -5.58, -0.47)
H (-2.16, -6.04, 1.18)
H (1.69, -3.89, -4.30)
H (1.24, -2.36, -5.04)
H (0.93, -3.87, -5.89)
H (-0.23, -5.60, -3.71)
H (-0.88, -5.31, -5.32)
H (-1.91, -5.08, -3.91)
H (-1.16, -1.62, -5.14)
H (-2.44, -2.68, -4.63)
H (-1.52, -3.07, -6.10)
H (4.49, 3.09, -2.68)
H (5.44, 4.13, -0.94)
H (4.81, 5.66, -0.33)
H (4.47, 5.18, -1.99)
H (4.34, 2.99, 1.06)
H (2.63, 3.29, 1.43)
H (3.82, 4.60, 1.59)
H (1.98, 5.47, -1.56)
H (2.46, 6.07, 0.04)
H (1.26, 4.78, -0.09)
O (-0.21, 4.24, 4.20)
C (-0.38, 3.23, 3.51)
O (-1.25, 3.01, 2.64)
C (0.63, 2.06, 3.79)
C (1.47, 2.14, 4.90)
C (2.40, 1.14, 5.11)
C (2.49, 0.09, 4.21)
C (1.62, 0.08, 3.13)
N (0.72, 1.04, 2.95)
H (1.37, 3.00, 5.55)
H (3.06, 1.18, 5.97)
H (3.22, -0.70, 4.33)
H (1.64, -0.71, 2.39)
N (-3.78, 6.22, -1.05)
N (-2.83, 5.21, -1.17)
N (-2.01, 5.14, -2.18)
C (-1.34, 4.03, -1.87)
N (-1.77, 3.49, -0.74)
N (-2.73, 4.26, -0.29)
H (-3.27, 7.10, -1.02)
H (-4.20, 6.07, -0.13)
H (-0.55, 3.62, -2.47)
S (-7.26, -1.37, 6.62)
C (-6.03, -0.96, 5.53)
S (-6.41, -0.35, 3.96)
C (-4.74, -0.32, 3.52)
N (-3.95, -0.73, 4.48)
N (-4.69, -1.07, 5.61)
C (-3.90, -1.56, 6.69)
C (-2.61, -2.01, 6.40)
C (-1.81, -2.48, 7.42)
C (-2.26, -2.50, 8.73)
C (-3.53, -2.04, 9.01)
C (-4.36, -1.56, 8.00)
S (-4.23, 0.16, 1.95)
H (-2.26, -1.97, 5.38)
H (-0.81, -2.82, 7.18)
H (-1.62, -2.87, 9.52)
H (-3.90, -2.03, 10.03)
H (-5.35, -1.19, 8.23)
N (-2.58, 0.60, -1.30)
C (-2.97, 0.26, -2.34)
N (-3.35, -0.29, -3.46)
C (-3.82, 0.56, -4.36)
N (-4.23, 1.21, -5.23)

Total charge: -2

***

E, record by record: -341.8214 -10349.9869 -3924.2586 Ha